[1]
C48H51N4O5PtSTe as an isolated structure in a non-equilibrium geometry, computed with ωB97M-V/def2-TZVPD.

Results
relative energy (zero: lowest compared OMol25 entry of this formula, charge and spin) = 34.1 kcal/mol
DFT total energy = -3240.239500 hartree
net charge = +1

Atoms and positions in Å:
Pt 1.4971 0.5577 -1.2085
C -1.1999 -2.2913 4.9562
C -0.5379 -1.4822 3.8710
C 0.3769 -0.4631 4.1689
C 0.9835 0.2975 3.1963
C 2.0412 1.2689 3.5908
O 3.0982 1.3269 2.9900
C 1.8134 2.1550 4.7789
C 0.5352 2.5097 5.1977
C 0.3670 3.3675 6.2757
C 1.4763 3.8604 6.9470
C 2.7561 3.5080 6.5325
C 2.9234 2.6651 5.4474
C 0.6481 0.1254 1.8152
O 1.0405 0.9758 0.9558
C -0.1884 -0.9895 1.4860
C -0.7785 -1.7253 2.5423
C -0.4068 -1.4853 0.1383
N -0.0113 -0.9186 -0.9788
C -0.0322 -1.6724 -2.2499
C 1.2045 -2.5603 -2.3945
Te 2.9728 -1.4741 -1.8809
C 3.3162 -2.4026 -0.0182
C 3.4091 -3.7862 0.0750
C 3.6336 -4.3765 1.3121
C 3.7714 -3.5854 2.4440
C 3.6983 -2.2037 2.3410
C 3.4717 -1.6040 1.1089
C -1.1234 -2.8043 0.0520
C -2.4153 -2.8928 -0.4484
C -3.0406 -4.1298 -0.5345
C -2.3805 -5.2798 -0.1283
C -1.0961 -5.1899 0.3860
C -0.4746 -3.9556 0.4839
H -0.9667 -1.8891 5.9417
H -0.8725 -3.3324 4.9415
H -2.2853 -2.2888 4.8492
H 0.6352 -0.2805 5.2078
H -0.3303 2.1292 4.6706
H -0.6288 3.6477 6.5920
H 1.3450 4.5192 7.7951
H 3.6206 3.8928 7.0566
H 3.9105 2.3876 5.1025
H -1.4660 -2.5244 2.2920
H -0.0276 -0.9307 -3.0461
H -0.9245 -2.2886 -2.3637
H 1.3081 -2.9197 -3.4167
H 1.1779 -3.4150 -1.7220
H 3.3219 -4.4131 -0.8051
H 3.7003 -5.4540 1.3888
H 3.9418 -4.0477 3.4073
H 3.7990 -1.5777 3.2174
H 3.3700 -0.5259 1.0580
H -2.9427 -1.9988 -0.7574
H -4.0475 -4.1887 -0.9170
H -2.8696 -6.2419 -0.2032
H -0.5817 -6.0789 0.7275
H 0.5103 -3.8735 0.9157
C -6.9416 -3.6138 -2.1821
C -6.1443 -2.3662 -1.9068
C -6.3017 -1.6598 -0.7170
C -5.6009 -0.4946 -0.4451
C -4.7104 -0.0054 -1.3959
N -3.9578 1.1763 -1.2246
C -4.1734 2.1621 -0.3020
O -5.0609 2.1740 0.5161
N -3.2833 3.2401 -0.3986
C -1.9428 3.2928 -0.7869
C -1.3824 4.5447 -1.0287
C -0.0645 4.6427 -1.4051
C 0.6841 3.4916 -1.5431
N 0.1694 2.2910 -1.2930
C -1.1081 2.1755 -0.9053
C -4.5227 -0.7061 -2.5820
C -5.2288 -1.8730 -2.8290
H -7.9995 -3.4568 -1.9709
H -6.6131 -4.4493 -1.5602
H -6.8484 -3.9197 -3.2232
H -7.0082 -2.0200 0.0216
H -5.7624 0.0425 0.4749
H -3.3326 1.4013 -1.9815
H -3.6377 4.0458 0.0955
H -1.9893 5.4346 -0.9171
H 0.3859 5.6076 -1.5912
H 1.7191 3.5180 -1.8393
H -1.4373 1.1799 -0.6476
H -3.8342 -0.3250 -3.3296
H -5.0809 -2.3929 -3.7679
C 4.7821 3.6757 -1.7491
C 4.1067 3.8450 -0.3855
C 3.8089 2.4107 -0.0048
O 3.4544 1.7732 -1.2668
C 4.0182 2.5083 -2.3723
H 5.8325 3.4157 -1.6156
H 4.7330 4.5686 -2.3704
H 3.1826 4.4179 -0.4749
H 4.7413 4.3390 0.3476
H 2.9871 2.2557 0.6888
H 4.6978 1.9140 0.3908
H 3.1979 2.8391 -3.0122
H 4.6490 1.8358 -2.9535
C 0.0962 0.6984 -6.1350
S 1.0951 1.6700 -5.0321
C 2.3497 2.1365 -6.2014
O 1.7466 0.6912 -4.0864
H 0.7117 -0.1037 -6.5424
H -0.2964 1.3355 -6.9264
H -0.7256 0.2876 -5.5520
H 1.8976 2.7337 -6.9925
H 2.8055 1.2309 -6.6008
H 3.0900 2.7309 -5.6708

[2]
A 9-piece molecular cluster, C26H54O26 overall in a non-equilibrium geometry, computed with ωB97M-V/def2-TZVPD.

Results
DFT total energy = -2979.283932 hartree
structure (SMILES) = COC(=O)OC.COC(=O)OC.COC(=O)OC.COC(=O)OC.COC(=O)OC.COC(=O)OC.COC(=O)OC.COC(=O)OC.OCCO
net charge = 0

Atoms and positions in Å:
C 0.5207 -0.5792 6.7191
O -0.1519 0.0717 5.6449
C -1.5160 -0.1487 5.6730
O -2.1520 -0.7167 6.5563
O -2.1331 0.4962 4.6099
C -3.5344 0.5477 4.5360
H 0.2020 -0.2198 7.6765
H 1.5919 -0.3710 6.5720
H 0.4259 -1.6346 6.6993
H -3.7554 1.0300 3.5714
H -3.8839 1.1502 5.3831
H -3.9239 -0.4680 4.4892
C -3.0920 -3.8621 -2.1521
O -3.8239 -2.6238 -1.9496
C -3.9635 -2.3533 -0.6227
O -3.5305 -3.0399 0.2573
O -4.6564 -1.2358 -0.3684
C -5.3267 -0.5364 -1.4885
H -3.5036 -4.6450 -1.5188
H -2.0406 -3.8182 -1.9016
H -3.1235 -4.0910 -3.2023
H -5.9720 0.2411 -1.0367
H -5.9403 -1.1077 -2.1402
H -4.5018 -0.0809 -2.0859
C -2.4837 1.2027 -5.9510
O -2.0233 0.0622 -5.2360
C -2.7541 -1.0318 -5.0678
O -2.2976 -2.0070 -4.5439
O -4.0198 -0.9370 -5.4858
C -4.9610 -1.9471 -5.1619
H -3.3214 1.7731 -5.5421
H -2.7330 1.0205 -6.9949
H -1.6839 1.8856 -6.0194
H -5.1738 -2.0160 -4.0837
H -4.5959 -2.8858 -5.5621
H -5.9234 -1.6927 -5.6113
C 3.8620 -0.8334 -0.9016
O 4.6544 -0.4092 0.2021
C 5.6416 0.4419 -0.0854
O 6.0073 0.7668 -1.1539
O 6.3613 0.8625 0.9858
C 5.9613 0.5692 2.2739
H 3.0609 -1.4046 -0.5160
H 4.4662 -1.3655 -1.5654
H 3.4318 0.0733 -1.3827
H 4.8851 0.6901 2.3815
H 6.4400 1.2068 3.0080
H 6.1196 -0.5014 2.4115
C 0.7585 -1.0284 -6.0975
O 0.7584 0.4426 -6.2797
C 1.2430 1.1024 -5.1993
O 1.6863 0.7122 -4.2184
O 1.2497 2.4059 -5.6082
C 1.9611 3.2594 -4.6976
H 1.7249 -1.4723 -6.2391
H 0.1457 -1.4109 -6.8791
H 0.4063 -1.2784 -5.1315
H 1.4017 3.4510 -3.7698
H 2.1303 4.1684 -5.2824
H 2.9781 2.8482 -4.4314
C 2.1858 2.5625 -1.1631
O 1.1712 2.1378 -0.2500
C 1.1317 2.8708 0.9183
O 1.5136 4.0280 1.0198
O 0.5131 2.1720 1.8628
C 0.1915 2.9848 3.0549
H 2.2899 3.6294 -1.1540
H 1.9578 2.1516 -2.1456
H 3.1613 2.1357 -0.8457
H 1.0530 3.6497 3.2738
H 0.0272 2.3114 3.8702
H -0.6338 3.6176 2.7938
C 1.8805 -0.0002 2.9421
O 2.6787 1.2214 3.0376
C 3.1419 1.5756 4.2262
O 2.9034 0.9736 5.2598
O 3.8853 2.6347 4.1124
C 4.2928 3.2011 5.3617
H 2.5264 -0.8954 3.1398
H 1.5854 -0.0920 1.9251
H 1.0527 0.0513 3.6070
H 5.3901 3.3780 5.2992
H 4.0896 2.5953 6.2207
H 3.9362 4.2283 5.4666
C -2.8194 1.3839 1.1566
O -1.7132 0.4545 0.9369
C -1.6011 0.0204 -0.3344
O -2.3989 0.3160 -1.2229
O -0.5452 -0.7364 -0.4657
C -0.2176 -1.1318 -1.8808
H -2.9639 2.0865 0.3611
H -2.4297 1.9724 1.9551
H -3.7615 0.8918 1.3809
H -0.5593 -0.3596 -2.5113
H -0.7868 -2.0271 -2.0879
H 0.8815 -1.2846 -1.7964
O 1.0289 -3.5761 0.5382
C -0.3508 -3.5276 1.0110
C -0.4607 -2.8180 2.3440
O 0.1702 -3.5138 3.4030
H 1.1529 -4.2451 -0.1789
H -0.8938 -2.9877 0.2369
H -0.6773 -4.5477 0.9798
H -1.5675 -2.7939 2.5020
H -0.1100 -1.8226 2.2048
H 1.1180 -3.6043 3.1493

We obtain gap between HOMO and LUMO values of 6.62; 10.42 eV for the records listed above, in that order.